An isolated molecule of C3HNO2. Source: the OMol25 dataset; level of theory: ωB97M-V with the def2-TZVPD basis set.

Structure (XYZ):
```
7
C3HNO2 ωB97M-V with the def2-TZVPD basis set
C 0.96 0.08 0.04
O 0.57 -1.24 -0.01
N -0.72 -1.47 0.13
C -1.31 0.11 -0.22
C -0.13 0.85 -0.16
O -1.38 1.42 0.18
H 2.02 0.26 0.03
```

## Properties
* E_HOMO (alpha / beta): -9.3622 / -9.3613 eV
* E_tot: -8702.4887 eV
* charge: 0
* spin multiplicity: 1
* ΔE to the lowest compared entry with this formula, charge and spin: 758.0 kJ/mol
* HOMO-LUMO gap (alpha / beta): 8.40 / 8.40 eV